Record 1
Molecular formula: C44H75O26P
Method: DFT, the ωB97M-V functional and the def2-TZVPD basis

Properties
E_LUMO = -0.0690 Eh
HOMO energy = -9.2 eV
SMILES string = CCOP(=O)(CCc1ccc2c(c1)C(=O)C=CC2=O)OCC.CCOC(=O)OC.CCOC(=O)OC.CCOC(=O)OC.CCOC(=O)OC.CCOC(=O)OC.CCOC(=O)OC.CCOC(=O)OC

CARTESIAN COORDINATES (ANGSTROEM)
1 C -0.4809 5.8108 2.9998
2 C 0.8931 4.9099 2.8737
3 O 1.1841 4.4211 1.5168
4 P 0.3354 2.9463 1.1446
5 O -1.2391 3.2936 1.1410
6 C 0.5471 1.5535 2.4528
7 C 2.1007 0.9760 2.5576
8 C 2.2052 0.2955 4.0818
9 C 3.0675 0.9360 5.3242
10 C 3.0679 0.2033 6.8275
11 C 2.1656 -1.1699 7.0159
12 C 1.3161 -1.8384 5.7404
13 C 1.3217 -1.1114 4.2675
14 C 0.4488 -3.2390 6.0277
15 O 0.3491 -4.2487 5.1496
16 C -0.2535 -3.3041 7.5442
17 C 0.5315 -2.7097 8.6983
18 C 2.0240 -1.9920 8.4646
19 O 3.0206 -2.0589 9.3648
20 O 0.6856 2.3596 -0.4695
21 C -0.2561 2.8964 -1.4639
22 C -1.5666 1.8945 -1.7402
23 H -0.3043 6.9396 3.2525
24 H -1.1444 5.2843 3.8248
25 H -1.1293 5.7691 1.9984
26 H 0.9201 4.0361 3.6778
27 H 1.7844 5.6388 3.1889
28 H -0.2140 0.6552 2.2573
29 H 0.2852 1.9275 3.5555
30 H 2.9206 1.8027 2.4409
31 H 2.1910 0.0804 1.8057
32 H 3.6817 1.9394 5.1427
33 H 3.6778 0.6804 7.7320
34 H 0.7153 -1.5501 3.3440
35 H -1.3139 -3.7950 7.6598
36 H 0.0094 -2.7426 9.7586
37 H 0.3307 2.9032 -2.5033
38 H -0.5762 4.0172 -1.2821
39 H -2.3017 1.8660 -0.8004
40 H -2.2356 2.2850 -2.6376
41 H -1.1859 0.7957 -1.9350
42 C -0.1748 -0.3825 -7.9607
43 C -0.4566 -1.3816 -6.8513
44 O -0.9567 -0.7158 -5.6848
45 C -2.2697 -0.3797 -5.7193
46 O -3.0446 -0.6000 -6.6383
47 O -2.5703 0.2674 -4.5661
48 C -3.9104 0.7498 -4.5063
49 H 0.4822 0.4159 -7.6018
50 H 0.2988 -0.8766 -8.8138
51 H -1.0964 0.0943 -8.3067
52 H 0.4767 -1.8744 -6.5600
53 H -1.1469 -2.1671 -7.1797
54 H -4.6308 -0.0475 -4.7175
55 H -4.0378 1.5817 -5.2060
56 H -4.0940 1.1178 -3.4934
57 C 8.0076 -0.7119 9.2709
58 C 7.1086 -0.7209 8.0460
59 O 7.4086 0.3881 7.1892
60 C 8.4969 0.2374 6.3948
61 O 9.2207 -0.7462 6.3453
62 O 8.6599 1.3789 5.6810
63 C 9.8236 1.3847 4.8577
64 H 7.9553 0.2558 9.7795
65 H 7.7131 -1.4985 9.9714
66 H 9.0538 -0.8707 8.9944
67 H 6.0657 -0.6069 8.3595
68 H 7.1790 -1.6682 7.4993
69 H 9.8601 0.5004 4.2128
70 H 10.7206 1.4453 5.4821
71 H 9.7844 2.2721 4.2205
72 C -9.8933 -1.9601 -2.9122
73 C -9.4176 -3.0982 -2.0251
74 O -8.5229 -3.9589 -2.7413
75 C -7.2479 -3.5129 -2.8573
76 O -6.8081 -2.4660 -2.4052
77 O -6.5484 -4.4184 -3.5852
78 C -5.2029 -4.0305 -3.8518
79 H -10.3177 -2.3492 -3.8430
80 H -10.6508 -1.3613 -2.3987
81 H -9.0645 -1.3026 -3.1901
82 H -10.2755 -3.7096 -1.7267
83 H -8.9512 -2.7267 -1.1055
84 H -4.6749 -3.7639 -2.9303
85 H -5.1897 -3.1964 -4.5604
86 H -4.6884 -4.8806 -4.3077
87 C 1.0858 -5.7713 -13.4858
88 C 0.6393 -4.3404 -13.2370
89 O 0.6870 -4.0306 -11.8385
90 C 1.9149 -3.7361 -11.3450
91 O 2.9578 -3.7062 -11.9815
92 O 1.7908 -3.5046 -10.0145
93 C 3.0292 -3.2599 -9.3523
94 H 0.5101 -6.4670 -12.8674
95 H 0.9553 -6.0388 -14.5382
96 H 2.1388 -5.9079 -13.2235
97 H -0.4027 -4.2246 -13.5526
98 H 1.2331 -3.6246 -13.8170
99 H 3.5947 -2.4627 -9.8464
100 H 3.6171 -4.1821 -9.3101
101 H 2.8103 -2.9414 -8.3297
102 C -6.7827 -0.9193 4.4810
103 C -6.3070 -2.0574 5.3681
104 O -5.4123 -2.9181 4.6520
105 C -4.1372 -2.4721 4.5360
106 O -3.6974 -1.4253 4.9880
107 O -3.4378 -3.3776 3.8080
108 C -2.0923 -2.9898 3.5414
109 H -7.2070 -1.3084 3.5502
110 H -7.5402 -0.3205 4.9945
111 H -5.9538 -0.2619 4.2032
112 H -7.1649 -2.6688 5.6666
113 H -5.8405 -1.6859 6.2877
114 H -1.5642 -2.7231 4.4630
115 H -2.0790 -2.1557 2.8328
116 H -1.5778 -3.8398 3.0855
117 C -3.0329 2.5003 -9.3293
118 C -3.9319 2.4913 -10.5541
119 O -3.6319 3.6003 -11.4110
120 C -2.5436 3.4496 -12.2054
121 O -1.8198 2.4660 -12.2548
122 O -2.3806 4.5910 -12.9192
123 C -1.2169 4.5969 -13.7424
124 H -3.0852 3.4680 -8.8207
125 H -3.3274 1.7137 -8.6287
126 H -1.9867 2.3414 -9.6058
127 H -4.9748 2.6052 -10.2406
128 H -3.8615 1.5440 -11.1008
129 H -1.1804 3.7126 -14.3874
130 H -0.3199 4.6575 -13.1181
131 H -1.2561 5.4843 -14.3796
132 C 3.2704 3.2893 13.4137
133 C 4.7729 3.5108 13.4592
134 O 5.4372 2.6764 12.5018
135 C 5.4084 3.1174 11.2201
136 O 4.8817 4.1472 10.8253
137 O 6.0440 2.2041 10.4449
138 C 6.0161 2.5080 9.0525
139 H 3.0345 2.2266 13.5267
140 H 2.7733 3.8508 14.2098
141 H 2.8528 3.6084 12.4545
142 H 5.1527 3.2263 14.4459
143 H 5.0314 4.5648 13.3060
144 H 6.3819 3.5218 8.8584
145 H 5.0004 2.3824 8.6646
146 H 6.6734 1.8023 8.5376

---

Record 2
Molecular formula: C44H46CrN11O4P
Method: DFT, the ωB97M-V functional and the def2-TZVPD basis

Properties
2S+1 = 4
Total charge = +1
E_LUMO (spin up / spin down) = -0.0822 / -0.0853 Eh
HOMO energy (spin up / spin down) = -10.5 / -10.5 eV

CARTESIAN COORDINATES (ANGSTROEM)
1 Cr -0.4511 1.1084 0.9343
2 C -5.6015 -1.3234 -0.6437
3 N -4.2374 -1.4792 -0.1511
4 C -3.4541 -2.5859 -0.3297
5 C -2.2310 -2.2821 0.2037
6 N -2.2434 -1.0046 0.6893
7 C -3.4585 -0.5473 0.4673
8 P -4.0516 1.0364 1.1142
9 C -2.9677 1.0749 2.5777
10 N -1.6421 1.0111 2.6281
11 C -1.2847 0.9796 3.9465
12 C -2.4113 1.0162 4.7098
13 N -3.4661 1.0699 3.8365
14 C -4.8802 1.1235 4.2216
15 C -3.1040 2.2153 0.0963
16 N -1.8561 2.5907 0.3279
17 C -1.5781 3.6130 -0.5441
18 C -2.6796 3.8621 -1.2994
19 N -3.6421 2.9770 -0.8794
20 C -4.9518 2.7896 -1.4946
21 H -6.1645 -2.2328 -0.4538
22 H -5.6005 -1.1246 -1.7143
23 H -6.0860 -0.4971 -0.1285
24 H -3.8254 -3.4758 -0.8139
25 H -1.3580 -2.9153 0.2787
26 H -0.2510 0.8995 4.2501
27 H -2.5504 0.9943 5.7790
28 H -4.9404 1.2959 5.2906
29 H -5.3827 0.1889 3.9854
30 H -5.3829 1.9363 3.7069
31 H -0.6109 4.0902 -0.5817
32 H -2.8550 4.5672 -2.0966
33 H -5.3177 3.7435 -1.8605
34 H -5.6508 2.4047 -0.7557
35 H -4.8804 2.0883 -2.3233
36 C 2.8987 -3.8466 -2.0716
37 C 2.8521 -2.3332 -2.0792
38 C 3.8339 -1.7430 -3.0719
39 O 3.1323 -1.8461 -0.7802
40 C 2.1620 -0.8943 -0.3782
41 C 0.9833 -1.1154 -1.3335
42 O 1.5207 -1.9103 -2.3803
43 C 0.3193 0.1672 -1.9037
44 O -0.2941 0.8454 -0.8403
45 C -0.8310 -0.1736 -2.8696
46 C -1.5013 0.8942 -3.4700
47 C -2.6089 0.6814 -4.2751
48 C -3.0769 -0.6127 -4.4893
49 C -2.4167 -1.6783 -3.8999
50 C -1.2989 -1.4618 -3.0955
51 C 1.3298 1.0765 -2.6159
52 C 1.7229 0.7978 -3.9220
53 C 2.6281 1.6189 -4.5811
54 C 3.1553 2.7332 -3.9442
55 C 2.7701 3.0202 -2.6416
56 C 1.8600 2.1989 -1.9858
57 C 1.8419 -1.0255 1.1348
58 O 0.8830 -0.0688 1.4694
59 C 1.3111 -2.4277 1.5113
60 C 0.1064 -2.5288 2.2043
61 C -0.3762 -3.7601 2.6347
62 C 0.3399 -4.9188 2.3758
63 C 1.5471 -4.8311 1.6954
64 C 2.0368 -3.5993 1.2797
65 C 3.1334 -0.7091 1.9457
66 C 4.0537 0.2410 1.4952
67 C 5.1894 0.5556 2.2321
68 C 5.4241 -0.0551 3.4586
69 C 4.5107 -0.9848 3.9288
70 C 3.3854 -1.3108 3.1767
71 H 3.8599 -4.1830 -1.6767
72 H 2.7792 -4.2240 -3.0881
73 H 2.0961 -4.2394 -1.4473
74 H 4.8340 -2.1297 -2.8666
75 H 3.8486 -0.6569 -2.9828
76 H 3.5410 -2.0162 -4.0881
77 H 2.5521 0.1087 -0.5279
78 H 0.1892 -1.6521 -0.8083
79 H -1.1306 1.9006 -3.3111
80 H -3.0947 1.5230 -4.7578
81 H -3.9321 -0.7861 -5.1322
82 H -2.7592 -2.6917 -4.0774
83 H -0.7808 -2.3098 -2.6675
84 H 1.3142 -0.0720 -4.4228
85 H 2.9218 1.3873 -5.5985
86 H 3.8566 3.3767 -4.4619
87 H 3.1790 3.8878 -2.1341
88 H 1.5613 2.4234 -0.9712
89 H -0.4568 -1.6260 2.3892
90 H -1.3119 -3.8106 3.1814
91 H -0.0278 -5.8813 2.7116
92 H 2.1214 -5.7298 1.4970
93 H 3.0018 -3.5423 0.8008
94 H 3.9034 0.7463 0.5500
95 H 5.9111 1.2618 1.8308
96 H 6.3157 0.1797 4.0282
97 H 4.6768 -1.4766 4.8798
98 H 2.6929 -2.0425 3.5737
99 N 3.5477 3.7674 2.9224
100 N 2.2359 3.5647 2.5703
101 N 1.2554 4.3221 3.0315
102 C 0.2068 3.6925 2.5489
103 N 0.5694 2.5873 1.8764
104 N 1.8836 2.5455 1.8686
105 H 3.8888 4.6332 2.5306
106 H 4.0856 2.9532 2.6369
107 H -0.8132 4.0050 2.7052

---

Record 3
Molecular formula: C6H10
Method: DFT, the ωB97M-V functional and the def2-TZVPD basis

Properties
E_LUMO = 0.0318 Eh
HOMO energy = -8.1 eV
SMILES string = C=CC=C(C)C

CARTESIAN COORDINATES (ANGSTROEM)
1 C -2.2311 -0.7720 1.7390
2 C -1.2704 -0.9455 0.7231
3 C -0.2904 0.1939 0.6552
4 C 0.6163 0.2953 -0.3741
5 C 0.4798 -0.5631 -1.5822
6 C 1.7192 1.4014 -0.4101
7 H -2.9291 -1.6052 1.9217
8 H -2.4457 0.3701 2.2943
9 H -0.8827 -2.0410 0.1624
10 H -0.2574 0.9490 1.5283
11 H 1.4216 -1.4776 -1.3594
12 H -0.7600 -0.8167 -1.5808
13 H 0.8235 0.0079 -2.6131
14 H 2.2084 1.5586 -1.4004
15 H 1.2911 2.4192 -0.0409
16 H 2.5069 1.0255 0.3369

---

Record 4
Molecular formula: C32H33BaN7O2
Method: DFT, the ωB97M-V functional and the def2-TZVPD basis

Properties
E_LUMO = -0.0220 Eh
HOMO energy = -6.7 eV

CARTESIAN COORDINATES (ANGSTROEM)
1 Ba 0.8486 1.3495 -0.0183
2 C -0.0473 2.7188 4.6962
3 C 0.3761 2.8566 3.3661
4 N -0.3576 2.5112 2.3354
5 C -1.5863 1.9658 2.5178
6 C -2.1014 1.7908 3.8293
7 C -1.2881 2.1953 4.9139
8 C -3.3780 1.2063 4.0470
9 C -4.0550 0.7324 2.9484
10 C -3.5532 0.8531 1.6471
11 C -2.3717 1.5731 1.3271
12 N -1.8673 1.8766 0.1299
13 C -2.4719 1.6928 -1.1035
14 C -3.7873 1.3265 -1.3572
15 C -4.3011 1.0771 -2.6445
16 C -3.5184 1.1998 -3.7481
17 C -2.2020 1.6852 -3.5833
18 C -1.3816 1.9286 -4.7072
19 C -0.1489 2.4889 -4.5580
20 C 0.2604 2.8189 -3.2575
21 N -0.4618 2.5791 -2.1878
22 C -1.6795 1.9778 -2.2979
23 H 0.5921 3.0294 5.5106
24 H 1.3507 3.2791 3.1432
25 H -1.6755 2.0809 5.9208
26 H -3.7938 1.1611 5.0461
27 H -5.0161 0.2457 3.0820
28 H -4.1266 0.3873 0.8692
29 H -4.4923 1.2596 -0.5503
30 H -5.3354 0.7703 -2.7390
31 H -3.8872 0.9782 -4.7412
32 H -1.7626 1.6721 -5.6888
33 H 0.4965 2.6846 -5.4025
34 H 1.2197 3.2982 -3.0914
35 C 4.2125 -1.4421 2.1954
36 C 3.6508 -0.4479 1.2091
37 O 2.4183 -0.0582 1.4443
38 C 4.4189 -0.0150 0.1748
39 C 3.9108 0.9764 -0.7885
40 C 4.4616 2.3758 -0.6810
41 N 2.9884 0.8004 -1.6699
42 N 2.6184 -0.4741 -2.0177
43 C 1.4643 -1.0576 -1.9347
44 O 0.3857 -0.7857 -1.2696
45 C 1.4106 -2.3275 -2.7574
46 C 2.1354 -2.4376 -3.9397
47 C 2.0674 -3.5902 -4.7075
48 C 1.2814 -4.6591 -4.2961
49 C 0.5554 -4.5579 -3.1178
50 C 0.6116 -3.3938 -2.3641
51 H 3.6275 -2.3642 2.1448
52 H 4.1176 -1.0483 3.2101
53 H 5.2564 -1.6757 1.9923
54 H 5.4652 -0.2908 0.1290
55 H 5.5526 2.3397 -0.6502
56 H 4.1493 2.8459 0.2585
57 H 4.1449 2.9916 -1.5234
58 H 2.7635 -1.6089 -4.2370
59 H 2.6330 -3.6580 -5.6287
60 H 1.2343 -5.5625 -4.8912
61 H -0.0590 -5.3866 -2.7877
62 H 0.0244 -3.3116 -1.4599
63 N -2.0836 -1.5707 3.8886
64 C -1.3189 -2.3560 2.8634
65 C -0.3152 -1.4538 2.1746
66 N 0.5043 -2.2847 1.3182
67 H -2.7939 -2.1351 4.3507
68 H -2.5663 -0.7377 3.4913
69 H -1.4519 -1.2054 4.6024
70 H -2.0385 -2.7620 2.1542
71 H -0.8013 -3.1722 3.3623
72 H 0.3260 -0.9718 2.9212
73 H -0.8714 -0.6620 1.6502
74 H 0.0585 -2.3605 0.4088
75 H 1.3548 -1.7555 1.1245